(1)
{"formula": "C19H25N4O7", "method": "the ωB97M-V functional and the def2-TZVPD basis", "total_energy_ev": -40398.0842, "e_lumo_ev": 2.5, "spin_multiplicity": 1, "e_homo_ev": -1.85, "total_charge": -1, "smiles": "COC(=O)C(OC)(C(=O)OC)[C@@H](C(=O)N(C)C)/C(C)=N/N=C(/[O-])Nc1ccccc1", "symbols": ["C", "O", "C", "O", "C", "O", "C", "C", "O", "O", "C", "C", "C", "O", "N", "C", "C", "C", "C", "N", "N", "C", "O", "N", "C", "C", "C", "C", "C", "C", "H", "H", "H", "H", "H", "H", "H", "H", "H", "H", "H", "H", "H", "H", "H", "H", "H", "H", "H", "H", "H", "H", "H", "H", "H"], "coordinates": [[1.59937, 1.31274, 2.20328], [0.40146, 0.55227, 2.19404], [-0.68079, 1.19563, 1.79615], [-0.79160, 2.35765, 1.45891], [-1.81140, 0.15414, 1.75028], [-1.56161, -0.94405, 2.58403], [-2.40953, -1.31822, 3.68551], [-2.91163, 1.05527, 2.47110], [-2.57229, 1.77593, 3.38425], [-4.21865, 0.82395, 2.19908], [-5.18330, 1.58646, 3.01286], [-1.59474, -0.41336, 0.32280], [-1.39156, 0.71346, -0.69452], [-0.30113, 1.10259, -1.11488], [-2.52004, 1.34255, -1.10296], [-2.44489, 2.35268, -2.12599], [-3.86624, 1.01603, -0.68428], [-0.34412, -1.25305, 0.32560], [-0.27509, -2.57903, 0.97372], [0.73809, -0.92413, -0.40463], [1.86471, -0.74237, 0.18658], [3.03860, -0.47015, -0.59747], [4.00399, 0.00339, 0.00528], [2.99878, -0.82134, -1.92496], [4.11619, -0.93335, -2.75520], [4.05534, -1.74092, -3.90975], [5.20167, -1.95731, -4.67331], [6.41381, -1.35010, -4.32681], [6.47107, -0.50201, -3.21319], [5.33078, -0.29238, -2.42294], [2.34185, 0.61730, 1.82703], [1.45939, 2.18655, 1.56325], [1.73016, 1.56223, 3.25600], [-2.15665, -2.36965, 3.83554], [-2.12678, -0.73457, 4.57117], [-3.49494, -1.23709, 3.49607], [-6.14049, 1.06124, 2.94809], [-4.85005, 1.63020, 4.05674], [-5.29097, 2.59954, 2.60176], [-2.46714, -1.06304, 0.08607], [-1.42344, 2.42354, -2.50649], [-3.13802, 2.07536, -2.93205], [-2.76647, 3.31889, -1.70602], [-3.94186, 0.66092, 0.34896], [-4.47174, 1.92855, -0.75889], [-4.29700, 0.24192, -1.33676], [-1.27068, -3.04011, 0.96567], [0.42138, -3.20719, 0.39345], [0.10005, -2.52983, 2.00879], [2.10195, -1.22336, -2.20700], [3.10209, -2.20795, -4.16759], [5.14662, -2.60402, -5.54662], [7.30855, -1.52864, -4.92214], [7.39830, 0.00283, -2.94767], [5.37058, 0.33337, -1.52997]], "forces_ev_per_a": [[0.12, -0.02, 0.26], [-0.59, 0.78, -0.12], [0.78, -0.15, 0.71], [0.12, -0.94, 0.16], [0.33, 1.70, 1.17], [-1.00, -0.37, 0.94], [0.60, 0.29, -0.45], [-0.21, -0.25, 0.65], [-0.50, -0.68, -0.75], [-0.51, 0.42, 0.81], [0.52, -0.30, -0.28], [-0.54, -1.02, -1.97], [0.88, 0.75, -0.69], [-1.45, -0.07, 0.42], [-0.78, 0.05, -0.07], [-0.11, 0.20, -0.09], [-0.07, -0.36, -0.04], [1.04, -0.79, -0.79], [0.51, -0.16, 1.17], [-1.27, 2.54, -1.15], [2.45, -2.03, 0.02], [-1.92, -0.33, 2.10], [-0.09, -0.08, -0.70], [0.07, -0.10, -0.56], [0.23, -0.03, 0.10], [0.17, 0.21, 0.27], [-0.03, 0.28, 0.22], [-0.04, 0.12, 0.11], [-0.82, -0.28, -0.05], [0.38, -0.08, -0.35], [0.30, 0.33, 0.06], [0.35, -0.07, 0.19], [0.47, 0.42, -0.05], [-0.12, 0.10, 0.16], [-0.24, -0.13, -0.06], [0.44, 0.09, -0.12], [0.32, -0.02, -0.16], [-0.01, 0.03, -0.37], [0.17, -0.30, 0.16], [-0.02, 0.53, -0.06], [-0.25, -0.01, 0.15], [0.14, 0.17, -0.05], [0.15, -0.10, -0.21], [0.18, 0.17, -0.93], [0.02, -0.20, 0.01], [-0.16, 0.18, -0.02], [0.10, -0.09, 0.15], [-0.22, 0.03, 0.23], [-0.18, -0.43, 0.00], [0.41, 0.26, 0.12], [0.30, 0.05, 0.02], [0.02, 0.10, 0.13], [-0.21, 0.03, 0.08], [-0.15, -0.14, -0.05], [-0.06, -0.29, -0.43]]}

***

(2)
{"formula": "C33H35IN8O10Ta", "method": "the ωB97M-V functional and the def2-TZVPD basis", "total_energy_ev": -76820.9500, "e_lumo_ev": -9.5, "spin_multiplicity": 1, "e_homo_ev": -16.17, "total_charge": 3, "e_above_lowest_kj_mol": 0.0, "symbols": ["Ta", "C", "C", "N", "C", "C", "C", "O", "C", "C", "N", "C", "C", "C", "C", "C", "C", "I", "C", "O", "H", "H", "H", "H", "H", "H", "H", "H", "H", "H", "H", "H", "O", "C", "O", "C", "C", "C", "C", "C", "N", "C", "O", "O", "H", "H", "H", "H", "H", "C", "N", "C", "C", "O", "N", "C", "N", "H", "H", "H", "H", "H", "H", "H", "C", "C", "C", "C", "C", "C", "O", "N", "C", "O", "N", "C", "O", "H", "H", "H", "H", "H", "H", "H", "H", "H", "H", "H"], "coordinates": [[-0.80515, 0.05764, 0.08515], [-0.86645, 3.56287, -2.86909], [-1.00427, 2.22111, -3.52672], [-1.27946, 2.18787, -4.82187], [-1.32921, 1.02510, -5.47279], [-1.09977, -0.20473, -4.87664], [-1.18873, -1.48982, -5.66659], [-0.05640, -2.32288, -5.45956], [-0.84389, -0.18886, -3.50094], [-0.51995, -1.38990, -2.77137], [-0.39397, -1.52521, -1.48425], [0.24170, -2.77543, -1.13393], [-0.31328, -4.00783, -1.41790], [0.40585, -5.16088, -1.11875], [1.66510, -5.08009, -0.54377], [2.22641, -3.84135, -0.24492], [1.49538, -2.71247, -0.54417], [2.14918, -0.76270, -0.10738], [-0.82866, 1.02547, -2.83351], [-0.62261, 1.00532, -1.50056], [-1.69926, 4.20452, -3.15747], [0.04374, 4.05041, -3.22167], [-0.80609, 3.47701, -1.78484], [-1.56217, 1.08174, -6.53024], [-1.33613, -1.26255, -6.72245], [-2.06446, -2.05224, -5.33499], [0.58323, -2.19235, -6.16672], [-0.26689, -2.25159, -3.38427], [-1.29312, -4.06564, -1.87710], [-0.02100, -6.12832, -1.34552], [2.22265, -5.98060, -0.32594], [3.21195, -3.77563, 0.19635], [1.37977, 3.53750, 1.94285], [0.90451, 2.37963, 1.58747], [0.73310, 1.99781, 0.43993], [0.62279, 1.43579, 2.70240], [0.97700, 1.63144, 4.02804], [0.80882, 0.57474, 4.90953], [0.33368, -0.64052, 4.42737], [-0.00364, -0.73376, 3.09066], [0.11147, 0.29738, 2.25301], [-0.45288, -1.95459, 2.36726], [-0.63032, -3.10022, 2.94296], [-0.62395, -1.87539, 1.15006], [1.62880, 4.08362, 1.17645], [1.39017, 2.57859, 4.34682], [1.07387, 0.68181, 5.95296], [0.24518, -1.48438, 5.09983], [-0.46393, -3.11564, 3.89760], [-4.89306, 5.35447, -0.84424], [-4.12845, 4.11724, -0.71840], [-3.15943, 3.83410, 0.32101], [-2.74817, 2.43972, -0.08001], [-1.86887, 1.77676, 0.57549], [-3.38967, 2.01522, -1.13345], [-4.21517, 3.05008, -1.50192], [-5.00394, 2.94436, -2.55172], [-4.43688, 6.11383, -0.21535], [-5.92618, 5.21183, -0.52773], [-4.86392, 5.71331, -1.87291], [-3.59987, 3.85403, 1.32062], [-2.31505, 4.52703, 0.29103], [-4.96176, 2.10346, -3.10526], [-5.62307, 3.68358, -2.84266], [-5.45684, 1.06493, 1.96111], [-5.22728, -0.34849, 2.48207], [-4.56060, -1.28081, 1.45614], [-4.31694, -2.67910, 2.09907], [-3.72909, -3.73300, 1.16779], [-5.48519, -1.48000, 0.26819], [-6.64756, -1.73618, 0.38970], [-4.89814, -1.40037, -0.99432], [-3.59714, -1.09370, -1.30897], [-3.19724, -1.11212, -2.44498], [-2.77159, -0.74693, -0.22584], [-3.23272, -0.74718, 1.03434], [-2.39567, -0.30099, 1.85453], [-5.97459, 1.66450, 2.70813], [-6.07276, 1.06145, 1.05883], [-4.50549, 1.55734, 1.74018], [-6.17837, -0.80799, 2.74843], [-4.60895, -0.32950, 3.38030], [-5.28707, -3.00852, 2.47259], [-3.67581, -2.52309, 2.97018], [-4.40968, -3.96554, 0.34733], [-3.56517, -4.65932, 1.71648], [-2.76724, -3.42893, 0.74375], [-5.49303, -1.63511, -1.78032]], "forces_ev_per_a": [[-0.24, -0.04, 0.28], [-0.03, -0.03, -0.04], [0.03, 0.11, 0.13], [0.03, -0.01, -0.05], [-0.05, 0.03, 0.05], [0.02, -0.06, -0.04], [-0.01, 0.00, 0.00], [0.01, 0.00, -0.02], [-0.03, 0.09, 0.10], [-0.01, -0.09, 0.12], [0.06, -0.07, -0.22], [0.01, 0.04, 0.06], [-0.01, -0.04, 0.00], [0.01, 0.01, 0.00], [-0.03, 0.00, -0.01], [0.08, 0.01, 0.03], [-0.06, 0.09, -0.03], [0.17, -0.11, -0.06], [0.16, -0.15, -0.37], [-0.24, 0.13, 0.00], [-0.01, 0.00, 0.02], [-0.01, -0.01, -0.02], [-0.01, 0.01, 0.01], [0.01, 0.01, 0.00], [0.01, 0.01, 0.00], [-0.01, -0.01, -0.01], [0.00, 0.00, -0.02], [0.00, 0.01, 0.01], [0.01, 0.00, 0.00], [0.00, 0.00, 0.00], [0.00, 0.00, 0.00], [-0.01, 0.00, 0.00], [0.03, 0.02, 0.05], [-0.01, -0.03, -0.08], [-0.06, 0.02, 0.06], [0.02, 0.04, 0.05], [-0.01, 0.01, 0.02], [0.01, 0.01, 0.01], [0.00, -0.01, 0.00], [0.00, -0.01, 0.07], [0.01, -0.05, -0.09], [-0.02, 0.01, 0.06], [-0.02, -0.05, -0.04], [0.07, -0.02, -0.03], [-0.01, -0.01, -0.03], [0.00, 0.00, 0.00], [0.00, 0.00, 0.00], [0.00, 0.00, 0.00], [0.01, 0.03, 0.02], [-0.01, 0.00, 0.00], [-0.03, 0.04, -0.01], [0.06, -0.02, 0.03], [-0.02, -0.03, -0.05], [0.05, 0.12, 0.10], [0.04, -0.05, -0.01], [-0.01, 0.04, 0.01], [0.01, -0.01, -0.01], [0.01, -0.01, 0.00], [0.00, -0.01, 0.00], [0.01, -0.01, 0.00], [0.00, -0.01, 0.00], [0.00, 0.00, 0.00], [0.00, 0.00, 0.00], [0.00, 0.00, 0.00], [0.00, -0.03, 0.01], [0.00, 0.03, -0.02], [-0.03, 0.01, 0.05], [0.01, -0.02, 0.00], [-0.01, 0.02, 0.01], [0.07, -0.02, -0.05], [-0.03, 0.00, 0.00], [0.00, 0.03, 0.05], [-0.01, -0.05, -0.08], [-0.01, 0.02, 0.01], [0.03, 0.02, 0.06], [0.00, 0.02, -0.01], [0.03, 0.01, -0.10], [0.00, 0.00, -0.01], [0.00, 0.01, 0.00], [0.00, 0.01, 0.01], [0.00, -0.01, 0.00], [0.01, 0.00, 0.00], [0.00, 0.00, -0.01], [0.00, 0.01, 0.00], [0.00, 0.00, 0.00], [0.00, 0.00, -0.01], [-0.01, -0.01, 0.01], [-0.01, -0.01, 0.00]]}